Formula: C5H8NO2
Source: the Open Molecules 2025 dataset
Level of theory: ωB97M-V with the def2-TZVPD basis set

Structure (ORCA input):
```
! wB97M-V def2-TZVPD RIJCOSX def2/J DEFGRID3
* xyz -1 1
C 0.842 -0.881 1.473
C 0.614 -0.511 0.060
C -0.799 -0.216 -0.348
O -1.296 1.121 -0.200
C -1.651 1.726 -1.428
C -1.393 0.879 -2.454
N -0.855 -0.335 -2.053
O 0.127 -1.154 -2.523
H 0.677 -0.081 2.213
H 1.970 -1.093 1.629
H 0.342 -1.868 1.733
H 0.981 -1.323 -0.457
H 1.092 0.318 -0.343
H -1.728 -0.809 0.052
H -2.498 2.411 -1.285
H -1.616 1.077 -3.525
*
```

Calculated values
- maximum force (eV/A) = 5.0
- E (eV) = -10895.6919
- SMILES = CC[C@H]1OC=CN1[O-]